Entry 1:
86
Properties=species:S:1:pos:R:3:forces:R:3:mulliken_charge:R:1 method="wB97M-V/def2-TZVPD" orbital_gap_ev="5.497 / 5.496" energy_ev=-133457.9519 multiplicity=2 total_charge=-2 de_lowest_kcal_mol=0.0
O -0.001746 -0.012850 -0.845917 0.6 0.3 0.5 -0.43
V 0.960214 0.616519 0.238651 -0.1 -0.6 0.9 1.90
C -1.138712 2.484013 3.446390 0.3 0.2 0.0 -0.84
C -0.482638 1.695569 2.561476 0.1 -1.0 -0.7 0.33
C -0.382121 0.198253 2.794943 -0.7 0.5 -0.2 0.17
O 0.242980 -0.451319 1.878199 0.7 0.3 -0.6 0.02
C -1.031351 -0.369879 3.852223 1.0 -0.4 -0.3 -0.92
C -1.716141 0.411867 4.829648 -0.1 -0.6 -0.8 0.41
C -1.878666 1.908935 4.529027 0.4 0.8 0.0 0.46
O -2.619568 2.585434 5.217514 -0.5 0.1 0.6 -0.70
O -2.226731 -0.081615 5.814192 -0.4 0.0 1.0 -0.69
O 0.022052 2.055824 1.435108 0.5 0.0 -0.5 -0.39
H -1.137077 3.556828 3.308919 -0.3 0.0 0.0 0.46
H -0.850413 -1.431373 3.990119 -0.4 0.0 0.3 0.37
C 4.976348 1.745126 -1.472419 0.0 0.1 0.3 -0.77
C 3.806294 1.496083 -0.758837 0.8 -0.5 -1.2 0.33
C 3.817774 1.687625 0.740050 -0.2 0.4 0.9 0.63
O 2.767752 1.343117 1.391483 -0.8 -0.6 -1.0 -0.48
C 4.927124 2.192378 1.387466 0.0 -0.4 -0.4 -0.69
C 6.113196 2.552839 0.672988 -0.2 0.2 -0.2 0.42
C 6.108283 2.384423 -0.886416 -0.3 0.0 0.4 0.39
O 7.071224 2.823743 -1.498944 0.3 -0.1 -0.3 -0.71
O 7.123121 3.014145 1.186245 0.2 0.0 0.3 -0.71
O 2.788610 0.990218 -1.325737 -1.1 0.2 1.4 -0.69
H 5.007252 1.525870 -2.533224 -0.1 0.1 0.0 0.37
H 4.906188 2.265369 2.468126 0.0 0.1 0.0 0.45
C -4.614406 -1.143025 -1.885659 -0.5 0.1 0.2 -0.35
C -5.432324 0.093208 -2.316244 0.2 -0.4 0.4 -0.98
C -4.669092 1.254792 -1.707992 0.5 0.7 -0.5 -0.48
S -4.033565 0.701256 -0.106702 -0.3 -0.3 -0.3 1.01
O -4.850503 1.274404 0.925097 -0.2 0.0 0.2 -0.80
O -2.612175 0.839264 -0.079917 0.3 0.2 0.0 -0.46
C -4.455563 -1.028569 -0.385467 -0.3 -0.2 1.1 -0.70
H -3.624389 -1.084837 -2.339573 -0.1 -0.3 -0.2 0.14
H -5.158213 -2.047005 -2.155676 0.4 -0.2 -0.1 0.46
H -6.435781 0.009210 -1.893112 0.0 0.1 -0.1 0.37
H -5.498881 0.115291 -3.402155 -0.1 0.3 0.0 0.38
H -5.168655 2.211484 -1.562818 -0.4 -0.2 0.1 0.59
H -3.794326 1.481629 -2.323972 0.1 -0.2 0.1 -0.03
H -5.363253 -1.219689 0.195574 -0.3 0.2 -0.4 0.41
H -3.736593 -1.673070 0.118624 0.5 0.2 -0.4 0.29
C -0.107728 -3.316988 -1.012894 0.3 1.0 1.1 0.39
C 0.299674 -4.776108 -0.819648 0.2 -0.4 -0.3 -0.95
C -0.380766 -5.568917 -1.928989 0.5 -1.3 -1.1 -0.81
S -1.733497 -4.588411 -2.600979 -0.3 -0.2 1.0 1.25
O -2.993576 -5.279949 -2.437006 0.0 -0.1 -0.2 -0.72
O -1.370050 -4.102320 -3.904351 0.1 0.1 -0.2 -0.69
C -1.576490 -3.292632 -1.385761 0.1 0.5 0.3 -0.09
H 0.513002 -2.717602 -1.678694 0.0 -0.5 -0.4 0.38
H 0.020896 -2.785011 -0.065594 -0.1 0.1 -0.1 -0.59
H 0.001571 -5.201269 0.141875 -0.3 0.4 0.1 0.40
H 1.384589 -4.887276 -0.832201 0.0 0.1 -0.3 0.31
H -0.732207 -6.578818 -1.703829 -0.5 0.3 0.6 0.38
H 0.256005 -5.827895 -2.782760 0.2 0.8 0.0 0.41
H -2.133641 -3.467398 -0.463708 -0.4 -0.6 -0.3 0.31
H -1.945060 -2.350161 -1.782044 0.3 0.0 -0.3 -0.10
C -2.772307 4.350828 -0.938471 -1.1 -1.5 0.8 0.25
C -2.579633 4.461339 -2.452064 0.5 0.6 -0.2 -0.76
C -1.369598 3.588665 -2.805451 -0.6 -0.4 0.8 -0.43
S -0.199619 3.815585 -1.460245 -0.9 0.9 0.9 0.80
O 0.617496 4.976487 -1.686585 0.3 0.1 -0.5 -0.77
O 0.379260 2.569347 -1.090825 0.6 -0.2 -0.6 -0.51
C -1.440243 4.279793 -0.216146 0.8 0.0 -0.2 0.02
H -3.287077 3.404533 -0.712713 0.3 -0.1 -0.3 -0.65
H -3.500991 5.021610 -0.479286 0.4 0.7 -0.3 0.47
H -2.441325 5.520882 -2.685557 0.1 -0.1 -0.4 0.33
H -3.406644 4.045772 -3.029498 -0.3 0.4 0.2 0.40
H -0.917875 3.671981 -3.786826 0.1 0.2 0.0 0.53
H -1.752191 2.575864 -2.638312 0.5 -0.2 -0.2 -0.08
H -1.074577 5.216487 0.200915 -0.1 0.1 -0.1 0.44
H -1.324996 3.505581 0.544013 -0.4 0.0 0.0 -0.52
C 4.673464 -1.396561 2.185898 0.1 0.0 0.2 -0.36
C 3.929186 -2.626801 2.756363 0.1 0.0 1.1 -0.84
C 2.806955 -3.091102 1.851629 -0.1 0.4 -1.0 -0.52
S 3.170240 -2.320783 0.251184 0.0 0.0 0.6 1.08
O 2.157481 -1.305390 0.106329 0.2 0.0 -0.4 -0.35
O 3.325619 -3.314403 -0.781751 -0.1 -0.1 -0.3 -0.78
C 4.747787 -1.590470 0.680648 0.0 -0.4 -0.3 -0.61
H 5.665857 -1.405288 2.637446 0.1 0.2 -0.2 0.50
H 4.224122 -0.449841 2.472060 -0.4 0.0 -0.2 0.09
H 3.548308 -2.393341 3.753098 -0.1 0.1 -0.1 0.36
H 4.665098 -3.414981 2.937929 -0.1 -0.2 -0.3 0.27
H 1.820757 -2.661234 2.037830 0.1 0.0 0.5 0.13
H 2.718028 -4.159881 1.673193 0.2 -0.1 0.2 0.54
H 4.900433 -0.751797 0.001797 0.0 0.4 0.3 0.13
H 5.488762 -2.353636 0.428678 -0.1 -0.1 0.0 0.40

---

Entry 2:
51
Properties=species:S:1:pos:R:3:forces:R:3:mulliken_charge:R:1 method="wB97M-V/def2-TZVPD" orbital_gap_ev="5.964 / 5.935" energy_ev=-90003.6627 multiplicity=6 total_charge=-1
Dy 0.588507 0.861316 1.172061 0.2 0.3 0.2 0.54
S 1.143110 3.205289 -0.352294 -0.1 -0.4 -1.0 -0.34
C 0.314336 2.672806 -1.858825 -0.1 0.4 1.8 0.26
C 0.888048 2.819354 -3.102386 1.1 0.2 0.3 -0.87
C 0.434745 2.135861 -4.210490 0.1 0.0 0.2 0.26
C 1.267649 2.089194 -5.392466 -2.0 0.1 2.0 0.10
N 1.902668 2.050549 -6.330224 1.4 -0.1 -1.8 -0.57
C -0.735318 1.382760 -4.037529 0.4 0.6 -1.4 0.93
C -1.444329 1.402110 -2.847893 -0.5 -2.0 -1.6 -0.57
C -0.915550 1.994932 -1.752024 -0.5 0.3 2.3 0.03
S -1.801643 1.761263 -0.202793 0.8 -0.3 -0.3 -0.34
C -1.201953 0.665884 -5.178497 -0.4 -0.4 0.2 -0.18
N -1.613111 0.060937 -6.064454 0.0 -0.2 -0.3 -0.62
H 1.829585 3.340908 -3.118908 0.2 0.2 -0.3 0.48
H -2.274195 0.677861 -2.802545 0.2 0.9 0.3 0.41
N 0.239975 2.959234 2.601889 -0.9 -0.3 0.3 -0.33
C -0.315999 2.675902 3.944981 0.6 1.4 0.1 -0.45
C -0.490216 1.214425 4.204914 0.2 -1.6 2.6 0.49
O -0.979182 0.898153 5.326390 0.8 0.3 -2.8 -0.73
O 0.015215 0.397713 3.313978 -0.5 0.9 0.2 -0.41
H 0.885463 3.724055 2.671990 0.3 0.2 -0.3 0.20
H -0.494769 3.255119 1.957553 0.1 0.1 -0.1 0.29
H -1.238459 3.208426 4.201037 -0.1 -0.2 -0.5 0.31
H 0.377785 3.121838 4.689621 -0.2 -0.8 -0.3 0.29
C -2.329823 -3.686126 3.954000 1.6 -0.9 -0.4 -0.45
C -1.729085 -4.373293 2.924847 -1.1 0.8 -1.6 -0.65
C -1.367602 -3.681934 1.782523 0.9 0.6 1.0 -0.41
C -1.311732 -2.274179 1.833160 -0.5 -0.9 -0.7 0.21
C -1.878166 -1.604048 2.918678 0.7 -0.6 -0.5 -0.22
C -2.316525 -2.338729 4.023392 -0.7 1.5 -0.7 -0.64
N -0.630188 -1.564734 0.757568 -0.7 0.7 1.7 0.90
N -0.705996 -2.042544 -0.371819 -0.5 -0.4 0.5 -0.86
C 0.132456 -1.411364 -1.291811 2.2 0.3 -1.7 0.08
C 0.120259 -1.907325 -2.590969 -1.2 -0.2 0.3 -0.41
C 1.003084 -1.467834 -3.566026 0.0 0.5 0.1 -0.53
C 2.010469 -0.572460 -3.170079 0.1 -0.2 0.7 -0.76
C 2.011916 -0.135769 -1.826879 -2.0 -1.0 -0.3 -0.43
N 1.070082 -0.524132 -0.920433 0.2 0.3 -0.6 0.54
H -2.588021 -4.338463 4.710029 -1.0 -0.6 2.1 0.40
H -1.764036 -5.435115 2.958981 0.2 -0.7 -0.2 0.36
H -0.982442 -4.202288 0.946619 0.4 -0.3 -0.8 0.43
H -1.925921 -0.546852 2.834267 -0.1 0.6 0.5 0.51
H -2.713732 -1.855922 4.893431 -0.1 0.4 0.2 0.41
H -0.694621 -2.604722 -2.795669 0.4 0.1 -0.2 0.45
H 0.789911 -1.795321 -4.592796 0.7 0.2 0.4 0.43
H 2.843392 -0.217009 -3.798887 -0.8 -0.2 0.1 0.46
H 2.717243 0.561242 -1.442620 0.4 0.4 0.0 0.72
F 3.834425 0.200800 2.408004 -0.5 0.6 -0.9 -0.27
C 3.039037 0.022395 1.246379 0.4 -0.3 1.2 0.12
F 3.172219 -1.366047 1.128060 -0.1 0.5 -0.8 -0.31
F 3.811034 0.585882 0.214967 0.1 -0.6 0.8 -0.28

---

Entry 3:
10
Properties=species:S:1:pos:R:3:forces:R:3:mulliken_charge:R:1 method="wB97M-V/def2-TZVPD" orbital_gap_ev=8.579 energy_ev=-9777.6916 multiplicity=1 de_lowest_kcal_mol=92.1
N 2.044980 -0.408232 -0.013083 -0.6 0.4 0.0 -0.63
C 0.831232 -0.075394 -0.009061 0.2 -0.2 -0.1 0.54
C -0.347282 -0.993556 0.189924 0.0 0.0 0.3 -0.19
C -1.558610 -0.267446 0.407613 0.3 0.0 -0.1 -0.68
C -1.085749 1.152489 0.021834 -0.3 0.7 -0.1 0.72
O -1.749491 2.138862 -0.093058 0.7 -0.8 0.1 -0.43
O 0.315193 1.194132 -0.149491 -0.2 -0.1 0.1 -0.35
H 2.661223 0.400579 -0.122852 -0.1 -0.1 0.0 0.29
H -0.172025 -2.000299 0.564451 0.0 0.1 -0.1 0.46
H -0.939471 -1.141138 -0.796277 0.1 0.1 -0.1 0.27